1.
# C2H6IN2O

A gas-phase ion, C2H6IN2O (charge +1) at a distorted geometry (ωB97M-V with the def2-TZVPD basis set, the OMol25 dataset).

Structure (XYZ):
```
12
Properties=species:S:1:pos:R:3:forces:R:3
N 0.104165 1.742322 -0.239888 0.040 -0.976 0.856
H -0.983928 -2.459182 -0.135915 -0.260 -1.023 -0.138
N -0.141553 -1.960588 0.064653 1.893 -1.420 0.387
O -1.464535 -0.368629 -0.496284 -0.791 0.724 -0.370
C -0.300846 -0.703844 -0.087640 1.023 2.835 1.434
H 0.740821 -2.472145 0.307026 -1.188 1.052 -0.271
I 2.705249 0.049268 0.156362 -0.629 0.480 0.125
C 0.623640 0.675165 0.430717 -0.808 -3.507 -0.120
H -1.535224 0.619645 -0.478482 0.148 -0.293 -0.170
H 0.361264 0.668249 1.488681 0.411 0.168 0.016
H -0.396438 2.474148 0.173591 -0.280 1.154 0.724
H 0.287389 1.735592 -1.182821 0.442 0.806 -2.474
```
Positions in Å, forces in eV/Å.

Computed properties:
LUMO energy: -3.87 eV
net charge: +1
energy relative to the best compared isomer or geometry (same formula, charge and spin): 0.0 kJ/mol
SMILES: N[C@H](I)C(=[NH2+])O
gap between HOMO and LUMO: 9.978 eV
F_max: 0.070 Eh/bohr

2.
# C5H18O3

4 unconnected molecules or ions with the total composition C5H18O3 at a distorted geometry (ωB97M-V with the def2-TZVPD basis set, the OMol25 dataset).

Structure (XYZ):
```
26
Properties=species:S:1:pos:R:3:forces:R:3
H 0.883202 0.599668 -1.960755 -0.363 -0.407 -0.845
H -1.484358 -1.367006 1.930636 0.125 -0.590 -0.324
H -1.363003 1.306325 1.974044 0.204 -0.145 0.241
H 1.960803 -1.831527 -1.444751 -0.107 0.844 -0.080
H -2.414613 -1.730782 0.349431 0.243 -0.573 0.438
H 1.327450 -2.215150 0.723527 0.609 0.417 0.491
H -1.913328 0.471323 -0.472226 0.050 0.079 0.035
H -0.461710 -0.465068 -0.299203 0.104 0.114 -0.032
C -0.640092 1.136356 1.171730 0.102 0.014 -1.002
H -2.942519 -0.570769 1.519611 0.058 0.256 -0.159
C -2.042396 -0.999179 1.067320 -0.302 0.691 -0.094
H -0.072288 -2.423361 0.309157 -1.200 0.315 -0.021
C 0.717551 0.705831 1.698385 0.166 -0.319 0.916
H 2.098391 -0.891136 -2.649825 0.045 -0.015 -0.325
H -0.508604 3.283088 1.220771 0.436 -0.041 -0.020
O 0.783510 -2.807729 0.220766 0.711 -0.788 -0.452
O 0.180425 0.897890 -2.584587 0.881 0.001 1.013
H 1.070606 1.375554 2.486122 -0.016 0.012 0.008
O 2.116027 -0.892067 -1.692158 0.130 -0.894 0.441
C -0.483833 2.485885 0.469921 -0.801 0.738 0.130
H -0.194229 1.562834 -2.005911 -0.663 0.496 -0.262
H 1.509421 0.675150 0.947646 -0.259 0.101 -0.323
H 0.677896 -0.296404 2.140970 -0.065 0.060 0.062
H 0.416272 2.610618 -0.130154 0.153 -0.194 0.046
H -1.344411 2.751668 -0.158093 0.050 -0.352 -0.075
C -1.242275 0.038351 0.274901 -0.289 0.181 0.194
```
Positions in Å, forces in eV/Å.

Computed properties:
LUMO energy: 0.75 eV
energy relative to the best compared isomer or geometry (same formula, charge and spin): 13.7 kJ/mol
SMILES: CCC(C)C.O.O.O
gap between HOMO and LUMO: 11.759 eV
F_max: 0.026 Eh/bohr

3.
# C11H22O2

A single C11H22O2 molecule at a distorted geometry (ωB97M-V with the def2-TZVPD basis set, the OMol25 dataset).

Structure (XYZ):
```
35
Properties=species:S:1:pos:R:3:forces:R:3
H 2.852458 1.453285 -0.011627 2.483 0.094 1.728
C 1.355474 -0.675191 0.552259 4.078 -11.741 1.325
C -3.434660 -2.715829 1.034685 -2.046 6.914 1.460
H 0.237830 -0.756168 2.421574 -0.817 -1.351 -2.416
H 0.235304 0.465050 -0.613758 -4.392 -0.488 -3.516
C 3.108491 3.250923 -1.768745 -6.792 0.895 -3.056
C -5.835771 -3.261032 1.305938 -1.134 -0.078 -4.908
H 1.045467 2.533564 -2.033202 -2.710 -0.310 -4.391
H 2.567212 0.660629 -1.472021 4.365 -5.871 -7.841
H -3.812536 -1.513729 0.748658 0.462 -2.892 0.767
H -1.444954 -0.844596 0.423154 -2.419 5.378 -2.302
H -3.287182 -2.997734 0.082570 0.003 -2.139 -3.374
C 1.066714 0.427989 -0.108991 1.938 8.334 2.535
H -6.502234 -3.790757 1.927212 -1.487 -0.267 0.354
H -4.454134 -2.717719 2.689226 -0.002 2.269 4.449
C -2.072456 -2.462939 1.592428 -1.107 6.292 -1.623
H 1.316821 3.108235 -0.648152 -2.038 3.265 4.711
H -0.685257 -2.563508 -0.309871 -1.733 2.826 1.571
H -6.168009 -2.213625 0.966504 0.425 -1.314 1.297
C 0.308297 -1.405596 1.392963 0.242 -1.778 2.324
H 1.705174 -1.439285 -0.213084 -0.941 -0.247 -0.154
C -1.120645 -1.747564 0.504924 5.310 -7.698 4.640
H -1.785822 -3.334853 1.787244 3.483 -7.446 1.460
H -5.820814 -3.762653 0.198653 -0.075 0.618 2.657
C -4.526817 -3.321567 1.915439 4.405 -2.927 -3.731
H 0.683818 0.952103 0.854785 0.529 1.370 -1.429
C 2.256951 1.159300 -0.783538 -8.601 6.300 6.788
H -4.010025 -4.338933 2.117976 -1.783 1.039 0.224
H -2.016438 -1.986403 2.601524 -0.366 0.378 -0.939
H 2.377175 -0.842885 0.981013 -0.716 1.569 0.863
H 3.310770 4.789269 -2.893711 -2.704 -0.312 -0.662
O 2.381726 4.341497 -2.807071 5.718 -0.671 2.373
H 0.785909 -2.498816 1.883365 -1.336 3.096 -1.748
C 1.709765 2.529160 -1.314372 9.010 -3.366 0.117
O 4.248270 3.050349 -1.731615 0.745 0.260 0.446
```
Positions in Å, forces in eV/Å.

Computed properties:
LUMO energy: 0.76 eV
energy relative to the best compared isomer or geometry (same formula, charge and spin): 1015.9 kJ/mol
SMILES: CCCCCCCCCCC(=O)O
gap between HOMO and LUMO: 10.517 eV
F_max: 0.246 Eh/bohr

4.
# C5H7NO

A single C5H7NO molecule (ωB97M-V with the def2-TZVPD basis set, the OMol25 dataset).

Structure (XYZ):
```
14
Properties=species:S:1:pos:R:3:forces:R:3
H 2.236685 1.343907 -0.486902 -0.167 -0.035 0.038
H -0.987826 0.578450 1.582473 -0.053 0.013 0.026
H 1.176499 -0.424544 0.919234 -0.099 0.043 -0.124
C -1.714656 -1.049780 0.870018 0.316 0.300 0.228
H -1.020784 -1.884031 1.123121 -0.084 0.147 -0.049
H 0.638751 1.899822 -1.017301 0.064 -0.090 0.116
O -1.156754 -2.416811 -1.670852 0.394 0.032 -0.227
C 0.557204 -0.901683 -1.034152 -0.619 -0.515 -0.171
H 1.113857 2.065665 0.682333 0.024 -0.097 -0.129
C -0.900372 0.138816 0.562424 -0.127 -0.075 -0.096
H -1.438570 0.841204 -0.090002 0.043 -0.038 0.176
N -0.274600 -1.660665 -1.366773 0.306 0.279 0.101
C 0.586390 0.051325 0.125122 0.004 -0.007 0.127
C 1.184175 1.418324 -0.198742 -0.003 0.042 -0.017
```
Positions in Å, forces in eV/Å.

Computed properties:
LUMO energy (spin up / spin down): -0.36 / -0.36 eV
energy relative to the best compared isomer or geometry (same formula, charge and spin): 699.4 kJ/mol
gap between HOMO and LUMO (spin up / spin down): 8.608 / 8.607 eV
F_max: 0.016 Eh/bohr

5.
# C4H9S

2 unconnected molecules or ions with the total composition C4H9S at a distorted geometry (ωB97M-V with the def2-TZVPD basis set, the OMol25 dataset).

Structure (XYZ):
```
14
Properties=species:S:1:pos:R:3:forces:R:3
H 1.351384 -1.085824 -0.687400 -0.543 1.525 -0.108
H 1.133980 -3.187054 -1.468988 -1.071 0.633 0.681
C -0.720175 3.265519 -0.596932 1.472 1.295 -0.522
H -1.760934 3.216760 -0.934577 -0.056 -0.253 0.417
H -0.542335 -1.873109 1.604804 -1.215 -1.475 0.960
C 0.432882 -2.839738 -0.656548 0.497 2.694 1.229
H -0.493188 -0.138047 1.085960 -0.505 -0.067 0.357
S -0.176681 2.257398 0.860575 -0.462 0.511 -0.648
C 0.462169 -1.468535 -0.204671 1.760 -6.652 -0.521
H -0.480165 4.366816 -0.431975 -0.497 -1.074 0.046
H -0.038010 -3.671639 -0.078612 -0.036 0.916 -0.578
H -0.102003 3.059443 -1.513381 -0.448 -0.219 0.678
H 0.931375 -0.792974 1.850175 -1.743 -0.952 -1.463
C 0.001699 -1.109016 1.171570 2.846 3.119 -0.529
```
Positions in Å, forces in eV/Å.

Computed properties:
LUMO energy: 3.86 eV
net charge: -1
energy relative to the best compared isomer or geometry (same formula, charge and spin): 185.2 kJ/mol
gap between HOMO and LUMO: 6.128 eV
F_max: 0.134 Eh/bohr

6.
# C8H11NO

A single C8H11NO molecule at a distorted geometry (ωB97M-V with the def2-TZVPD basis set, the OMol25 dataset).

Structure (XYZ):
```
21
Properties=species:S:1:pos:R:3:forces:R:3
H 0.563240 -2.072590 1.690938 1.310 -1.972 0.574
N 1.781141 2.122927 0.967669 1.246 -1.694 -0.803
O 2.370933 -0.865913 -0.804073 -1.668 -1.678 -1.109
H -1.345961 -0.047517 -2.356970 0.365 0.032 0.035
H 1.169992 -2.472934 -0.568292 -0.390 0.606 -0.285
C 0.903575 -1.429351 -0.836598 -0.366 -1.100 -0.692
C 2.794818 0.153536 -0.272592 2.761 0.980 0.129
H 0.425736 -0.349957 2.148903 0.317 -0.857 -0.521
H -0.916703 -1.278617 2.047399 -2.180 -0.782 0.586
H -2.383981 1.578637 0.322605 -1.377 0.449 -0.124
H -0.011274 1.205883 -2.190980 -1.875 -1.194 1.509
H -1.814692 1.601619 -1.931449 1.886 -1.921 1.367
H -0.872177 1.760640 1.113384 0.383 0.314 0.233
H -1.847433 0.412197 1.621730 -0.781 0.055 0.607
C -0.992267 0.743590 -1.679808 -0.281 2.056 -2.421
H 0.556565 -1.382300 -1.903739 0.821 0.100 0.962
C -0.905863 0.184720 -0.261653 0.727 1.261 -0.510
C 0.000615 -1.221098 1.577092 1.028 3.542 -1.621
C -1.612639 1.040136 0.791060 1.757 -1.507 -1.003
C 2.211490 1.148354 0.450428 -3.080 2.382 1.422
C -0.075119 -0.831959 0.074950 -0.606 0.928 1.665
```
Positions in Å, forces in eV/Å.

Computed properties:
LUMO energy: -0.44 eV
energy relative to the best compared isomer or geometry (same formula, charge and spin): 554.5 kJ/mol
gap between HOMO and LUMO: 7.689 eV
F_max: 0.081 Eh/bohr

Repeat the sixth record exactly.
# C8H11NO

A single C8H11NO molecule at a distorted geometry (ωB97M-V with the def2-TZVPD basis set, the OMol25 dataset).

Structure (XYZ):
```
21
Properties=species:S:1:pos:R:3:forces:R:3
H 0.563240 -2.072590 1.690938 1.310 -1.972 0.574
N 1.781141 2.122927 0.967669 1.246 -1.694 -0.803
O 2.370933 -0.865913 -0.804073 -1.668 -1.678 -1.109
H -1.345961 -0.047517 -2.356970 0.365 0.032 0.035
H 1.169992 -2.472934 -0.568292 -0.390 0.606 -0.285
C 0.903575 -1.429351 -0.836598 -0.366 -1.100 -0.692
C 2.794818 0.153536 -0.272592 2.761 0.980 0.129
H 0.425736 -0.349957 2.148903 0.317 -0.857 -0.521
H -0.916703 -1.278617 2.047399 -2.180 -0.782 0.586
H -2.383981 1.578637 0.322605 -1.377 0.449 -0.124
H -0.011274 1.205883 -2.190980 -1.875 -1.194 1.509
H -1.814692 1.601619 -1.931449 1.886 -1.921 1.367
H -0.872177 1.760640 1.113384 0.383 0.314 0.233
H -1.847433 0.412197 1.621730 -0.781 0.055 0.607
C -0.992267 0.743590 -1.679808 -0.281 2.056 -2.421
H 0.556565 -1.382300 -1.903739 0.821 0.100 0.962
C -0.905863 0.184720 -0.261653 0.727 1.261 -0.510
C 0.000615 -1.221098 1.577092 1.028 3.542 -1.621
C -1.612639 1.040136 0.791060 1.757 -1.507 -1.003
C 2.211490 1.148354 0.450428 -3.080 2.382 1.422
C -0.075119 -0.831959 0.074950 -0.606 0.928 1.665
```
Positions in Å, forces in eV/Å.

Computed properties:
LUMO energy: -0.44 eV
energy relative to the best compared isomer or geometry (same formula, charge and spin): 554.5 kJ/mol
gap between HOMO and LUMO: 7.689 eV
F_max: 0.081 Eh/bohr

Repeat the second record exactly.
# C5H18O3

4 unconnected molecules or ions with the total composition C5H18O3 at a distorted geometry (ωB97M-V with the def2-TZVPD basis set, the OMol25 dataset).

Structure (XYZ):
```
26
Properties=species:S:1:pos:R:3:forces:R:3
H 0.883202 0.599668 -1.960755 -0.363 -0.407 -0.845
H -1.484358 -1.367006 1.930636 0.125 -0.590 -0.324
H -1.363003 1.306325 1.974044 0.204 -0.145 0.241
H 1.960803 -1.831527 -1.444751 -0.107 0.844 -0.080
H -2.414613 -1.730782 0.349431 0.243 -0.573 0.438
H 1.327450 -2.215150 0.723527 0.609 0.417 0.491
H -1.913328 0.471323 -0.472226 0.050 0.079 0.035
H -0.461710 -0.465068 -0.299203 0.104 0.114 -0.032
C -0.640092 1.136356 1.171730 0.102 0.014 -1.002
H -2.942519 -0.570769 1.519611 0.058 0.256 -0.159
C -2.042396 -0.999179 1.067320 -0.302 0.691 -0.094
H -0.072288 -2.423361 0.309157 -1.200 0.315 -0.021
C 0.717551 0.705831 1.698385 0.166 -0.319 0.916
H 2.098391 -0.891136 -2.649825 0.045 -0.015 -0.325
H -0.508604 3.283088 1.220771 0.436 -0.041 -0.020
O 0.783510 -2.807729 0.220766 0.711 -0.788 -0.452
O 0.180425 0.897890 -2.584587 0.881 0.001 1.013
H 1.070606 1.375554 2.486122 -0.016 0.012 0.008
O 2.116027 -0.892067 -1.692158 0.130 -0.894 0.441
C -0.483833 2.485885 0.469921 -0.801 0.738 0.130
H -0.194229 1.562834 -2.005911 -0.663 0.496 -0.262
H 1.509421 0.675150 0.947646 -0.259 0.101 -0.323
H 0.677896 -0.296404 2.140970 -0.065 0.060 0.062
H 0.416272 2.610618 -0.130154 0.153 -0.194 0.046
H -1.344411 2.751668 -0.158093 0.050 -0.352 -0.075
C -1.242275 0.038351 0.274901 -0.289 0.181 0.194
```
Positions in Å, forces in eV/Å.

Computed properties:
LUMO energy: 0.75 eV
energy relative to the best compared isomer or geometry (same formula, charge and spin): 13.7 kJ/mol
SMILES: CCC(C)C.O.O.O
gap between HOMO and LUMO: 11.759 eV
F_max: 0.026 Eh/bohr

The lowest energy relative to the best compared isomer or geometry (same formula, charge and spin) belongs to which entry?
C2H6IN2O